A cluster of 10 separate species, C42H105N4O19P4 in total, computed with the ωB97M-V functional and the def2-TZVPD basis.

Properties
- HOMO energy: -0.428 Ha
- Frontier orbital gap: 10.031 eV
- Total charge: +1
- Total energy: -4677.5069 hartree
- Spin multiplicity: 1

Geometry as XYZ:
```
174
Properties=species:S:1:pos:R:3:forces:R:3:mulliken_charge:R:1
C -21.63399 -22.59181 0.14113 -0.11 -1.00 -0.65 -1.4697
C -20.56285 -21.53464 0.30601 -1.02 1.29 0.00 0.2435
C -19.52441 -21.55213 -0.79439 1.38 -0.29 0.64 0.8951
C -18.74565 -20.24518 -0.88567 -0.94 0.58 0.35 -0.3019
N -17.96174 -20.12484 -2.13166 1.31 0.15 -1.06 1.4993
C -17.14477 -21.36195 -2.45817 0.13 -0.64 0.36 2.1804
C -15.76242 -20.95104 -2.98046 -1.67 0.59 -0.60 1.8489
C -15.82581 -19.39884 -3.04669 0.69 -0.52 0.68 -1.0325
C -16.88759 -19.05198 -2.03433 -0.38 0.28 0.91 -0.4740
C -18.81395 -19.80710 -3.32009 -0.73 -0.21 0.14 -0.8169
H -21.20989 -23.55352 -0.17845 0.20 0.05 0.34 0.2166
H -22.32040 -22.37191 -0.68277 0.03 0.36 0.13 0.3722
H -22.23966 -22.79082 1.02236 0.11 0.22 0.13 0.4327
H -20.12433 -21.52768 1.30583 0.32 -0.40 -0.13 -0.1491
H -21.06455 -20.55269 0.26839 -0.07 -0.13 -0.04 0.1447
H -19.90780 -21.81900 -1.77994 -0.31 -0.05 0.11 0.3738
H -18.78037 -22.30499 -0.50841 -0.26 -0.27 -0.36 -0.2405
H -18.07869 -20.05352 -0.04448 0.13 -0.45 -0.04 -0.4567
H -19.45109 -19.40476 -0.87901 0.06 -0.01 -0.15 -0.3134
H -17.69562 -21.95480 -3.17425 -0.17 -0.10 0.11 -0.9855
H -17.05731 -21.94307 -1.54646 -0.01 0.06 0.00 -0.9968
H -15.67170 -21.28180 -4.00480 0.46 -0.34 0.05 -0.7615
H -15.03148 -21.39636 -2.32007 0.44 0.38 -0.19 -0.3891
H -15.99135 -19.02622 -4.05249 -0.02 -0.06 -0.04 -0.1266
H -14.84953 -19.07236 -2.69354 -0.11 0.58 -0.21 0.7373
H -17.43083 -18.10568 -2.04372 0.34 0.17 -0.44 0.5518
H -16.41208 -19.14776 -1.05790 -0.33 -0.18 0.11 0.0020
H -19.22270 -20.73265 -3.71443 0.09 0.02 -0.18 0.1095
H -18.22518 -19.29053 -4.06984 0.04 -0.12 -0.09 0.3914
H -19.67538 -19.20194 -3.03737 0.26 0.26 0.17 -0.2065
C -22.10999 -17.47853 -1.67134 0.92 0.57 0.83 -0.6397
C -22.39374 -15.97672 -1.80353 -0.26 -0.41 0.25 -0.5921
C -23.86315 -15.77866 -2.14660 -0.12 0.43 -0.17 -0.9569
C -24.15858 -15.92839 -3.61893 0.29 -0.37 -1.19 0.4744
C -25.63252 -16.00605 -3.99674 0.27 0.32 0.04 -0.5522
C -25.82889 -16.15097 -5.49376 -0.33 -1.17 -0.19 -0.9569
H -21.05595 -17.64257 -1.39560 0.03 0.01 -0.47 -0.1167
H -22.34934 -18.00511 -2.59161 -0.10 -0.26 0.11 0.3543
H -22.61860 -17.86520 -0.78514 -0.50 -0.22 -0.38 0.3598
H -22.21574 -15.47688 -0.84967 0.31 -0.04 -0.01 0.3510
H -21.73786 -15.54060 -2.55907 -0.04 0.15 -0.01 0.3153
H -24.21395 -14.78796 -1.84156 0.07 -0.03 0.12 0.4227
H -24.43520 -16.50481 -1.56275 -0.16 0.01 -0.05 0.3258
H -23.69103 -15.13706 -4.22542 -0.15 0.38 0.46 0.3224
H -23.63692 -16.78874 -4.06876 -0.25 -0.32 0.45 -0.6030
H -26.10411 -16.85429 -3.49338 0.00 0.04 0.06 0.3425
H -26.13631 -15.09925 -3.64698 -0.05 -0.06 0.07 0.3221
H -25.36487 -15.38159 -6.10791 -0.21 0.26 0.14 0.3495
H -25.41613 -17.10517 -5.84339 0.29 0.11 0.16 0.0008
H -26.89007 -16.28919 -5.71418 -0.02 0.58 -0.17 0.3982
C -18.51819 -15.79436 -7.20176 0.52 -0.94 -0.22 -1.5081
C -19.11019 -16.83561 -6.25256 -1.11 0.16 0.12 0.6730
C -20.32774 -17.56891 -6.86096 0.04 0.39 -0.75 -0.5795
C -21.43192 -17.81970 -5.85746 0.57 -0.83 0.79 0.6124
C -22.58413 -18.70432 -6.29766 -0.95 -0.04 0.40 -0.4582
C -23.36958 -18.21508 -7.51724 -0.13 0.09 -0.21 -1.4954
H -17.48947 -15.53122 -6.94867 -0.12 0.29 0.24 0.3698
H -19.15493 -14.91497 -7.22931 0.08 0.11 -0.10 0.3943
H -18.44872 -16.22790 -8.20423 -0.15 0.17 -0.06 0.3560
H -18.41284 -17.59428 -5.88861 0.28 0.20 -0.07 -0.4773
H -19.51016 -16.29784 -5.38391 0.33 -0.10 0.18 0.1851
H -20.01663 -18.50522 -7.33433 0.01 -0.09 0.19 0.3078
H -20.72171 -16.97117 -7.69372 0.00 0.08 0.12 0.4555
H -20.95689 -18.32472 -4.99596 -0.09 0.03 -0.05 -0.7888
H -21.81510 -16.89214 -5.41991 -0.01 0.18 -0.35 0.3205
H -22.32563 -19.76050 -6.41079 0.51 0.17 -0.27 0.3801
H -23.28080 -18.75356 -5.44791 0.02 0.21 -0.03 0.3352
H -24.43886 -18.39003 -7.39348 0.04 -0.22 -0.06 0.4406
H -23.28825 -17.13839 -7.68988 0.20 -0.01 0.15 0.3084
H -23.05964 -18.71353 -8.43601 0.06 0.04 -0.01 0.3148
C -18.32159 -21.71973 4.79279 -0.28 -0.33 0.01 -1.1312
C -17.90359 -21.98956 3.37054 -0.01 0.02 -0.03 0.6757
O -17.87221 -23.11983 2.90692 0.10 0.00 -0.03 -0.6255
N -17.54603 -20.91870 2.61184 -0.11 -0.17 -0.29 0.8341
C -17.43002 -19.55448 3.05922 1.09 0.35 0.04 -0.9005
H -18.91685 -22.56643 5.12817 0.00 0.01 -0.01 0.4012
H -18.90744 -20.80931 4.89553 0.12 0.09 0.07 0.0497
H -17.43982 -21.67475 5.43338 0.03 0.19 -0.03 0.2795
H -17.04179 -21.17102 1.77148 0.00 0.10 -0.11 -0.2674
H -16.53090 -19.41906 3.67736 -0.36 -0.05 0.46 0.3436
H -18.31914 -19.19246 3.56616 -0.01 0.02 0.05 0.0918
H -17.19208 -18.89362 2.22267 -0.48 -0.20 -0.28 0.2552
C -19.02213 -23.15137 -5.35660 -1.08 0.15 0.27 -0.4255
C -18.62668 -22.03284 -6.25876 0.47 0.35 -0.17 0.3499
O -19.43936 -21.22113 -6.66737 -0.14 0.12 -0.08 -0.6075
N -17.30449 -21.88283 -6.56507 -0.38 0.24 -0.02 0.0874
C -16.19963 -22.68449 -6.13718 0.81 -0.21 0.58 -0.8513
H -18.30875 -23.37779 -4.57327 0.04 -0.40 -0.09 -0.1563
H -19.36139 -24.02727 -5.91023 0.55 -0.17 -0.09 0.4211
H -19.95656 -22.80017 -4.90896 0.15 -0.03 0.24 0.2668
H -17.12793 -21.05287 -7.10934 0.08 -0.10 -0.11 0.2596
H -15.29422 -22.07205 -6.09882 -0.06 0.05 -0.28 0.2059
H -15.98587 -23.57088 -6.74045 -0.22 0.09 -0.20 0.4441
H -16.29872 -23.01768 -5.10161 -0.33 -0.10 -0.07 0.0702
C -16.69064 -24.85541 -0.49644 0.21 0.38 0.67 -0.5300
C -17.80870 -25.09537 -1.46919 0.41 -0.24 -0.25 0.3311
O -18.06019 -24.30015 -2.36535 -0.06 -0.11 -0.07 -0.6854
N -18.49798 -26.26000 -1.31178 -0.62 0.24 0.22 -0.1649
C -19.75563 -26.47028 -2.02875 0.13 0.25 -0.07 -0.8453
H -17.12377 -24.67169 0.49470 0.03 0.14 -0.04 0.3125
H -16.11903 -23.98494 -0.81086 -0.14 0.10 0.00 -0.2965
H -15.94668 -25.64051 -0.36671 -0.29 -0.32 -0.31 0.5669
H -18.48987 -26.64972 -0.38260 0.36 -0.09 -0.04 0.3274
H -20.13618 -25.51582 -2.39094 0.07 0.01 -0.04 0.2035
H -20.49636 -26.88597 -1.35031 0.04 -0.19 -0.05 0.3592
H -19.60247 -27.12487 -2.88441 -0.11 -0.09 0.02 0.2728
C -13.53876 -24.32060 -4.58567 -1.08 1.46 0.73 -0.4146
O -13.32044 -25.68862 -4.31712 0.33 0.18 0.12 -0.2618
P -13.16894 -26.18749 -2.81205 0.25 -0.63 -0.11 0.3418
O -13.80858 -25.33059 -1.81183 -0.10 0.36 0.07 0.0191
O -13.66149 -27.67425 -2.88900 -0.26 0.11 0.10 -0.4204
C -14.96082 -28.00722 -2.34810 0.21 -0.28 -0.55 -0.3082
O -11.62862 -26.45102 -2.62055 0.20 0.01 -0.02 -0.3654
C -10.70888 -25.35412 -2.65432 0.00 -0.11 -0.27 -0.2824
H -12.69881 -23.75414 -4.99072 0.18 -0.70 -0.55 0.3841
H -13.78975 -23.73117 -3.69098 0.07 -0.51 0.26 -0.0615
H -14.45337 -24.23140 -5.16890 0.42 -0.11 -0.52 0.3898
H -15.36430 -28.78049 -2.99824 0.05 -0.08 0.09 0.2814
H -15.63904 -27.15821 -2.38472 0.05 0.08 0.26 -0.0260
H -14.80986 -28.40043 -1.34744 -0.21 0.13 0.11 0.2668
H -10.13197 -25.39761 -1.73550 0.00 0.23 0.04 0.2792
H -11.22415 -24.39921 -2.77484 0.01 0.03 0.29 -0.0652
H -10.04177 -25.46681 -3.50879 -0.02 -0.17 0.03 0.2504
C -22.01602 -20.22681 5.79769 0.00 -0.42 0.12 -0.3187
O -22.72341 -19.04252 5.43668 -0.24 -0.29 -0.33 -0.3212
P -22.10827 -17.91807 4.53342 0.09 0.73 0.30 0.4740
O -23.02680 -16.82080 4.26554 -0.07 0.04 0.07 -0.7613
O -20.74175 -17.50992 5.24307 0.37 -0.28 -0.27 -0.2309
C -20.72578 -16.84400 6.50134 0.44 0.92 -0.01 -0.7890
O -21.54839 -18.67505 3.27168 0.23 -0.84 0.02 0.3071
C -20.92791 -17.99135 2.20960 0.08 1.25 -0.83 -0.2813
H -22.69906 -21.07421 5.75636 -0.21 0.20 0.09 0.3103
H -21.65741 -20.10851 6.81802 0.17 -0.07 -0.03 0.2763
H -21.20634 -20.47504 5.11183 0.11 0.34 0.02 -0.0568
H -21.73721 -16.60520 6.82273 0.04 -0.28 0.37 0.3528
H -20.19110 -15.89136 6.41254 -0.22 -0.05 -0.37 0.2798
H -20.10700 -17.40181 7.20313 -0.54 -0.40 0.13 0.2665
H -20.17526 -17.25977 2.52101 0.11 -0.33 0.42 0.3323
H -21.64641 -17.38244 1.65206 -0.22 -0.29 0.04 0.4257
H -20.46532 -18.69257 1.51926 -0.08 -0.27 0.22 -0.3201
C -14.46423 -17.29092 -6.62597 0.14 0.14 -0.33 -0.3907
O -13.29692 -17.56673 -5.82830 -0.23 -0.11 -0.32 -0.4102
P -12.80100 -19.06019 -5.71067 0.08 0.26 0.49 -0.3543
O -13.61208 -19.93979 -4.86241 -0.21 -0.25 0.03 0.7192
O -12.64700 -19.50343 -7.19353 0.10 0.00 -0.70 -0.3250
C -12.20677 -20.82238 -7.53656 0.21 0.09 -0.30 -0.4376
O -11.31467 -18.89184 -5.22899 0.36 0.10 0.08 -0.3558
C -11.06611 -18.62023 -3.84998 -0.24 -0.06 0.54 -0.4101
H -14.50751 -16.21466 -6.75978 -0.13 0.05 0.30 0.2975
H -15.36243 -17.68500 -6.15411 -0.04 0.11 0.10 0.0112
H -14.36290 -17.71379 -7.62626 0.08 -0.17 0.10 0.3517
H -12.23942 -20.88297 -8.62139 -0.27 -0.07 0.03 0.2530
H -12.86146 -21.55532 -7.06981 0.11 -0.13 -0.04 0.0877
H -11.15979 -20.95792 -7.26302 -0.11 -0.04 0.31 0.2798
H -11.60886 -19.33720 -3.22786 0.08 -0.01 -0.04 -0.0022
H -11.39995 -17.61743 -3.57769 0.04 0.03 -0.16 0.2810
H -10.00141 -18.70598 -3.65912 0.05 -0.03 -0.20 0.3109
C -14.02624 -22.86853 1.99640 -0.25 -0.79 0.05 -0.3225
O -13.53512 -21.55455 1.74177 0.39 0.43 0.38 -0.3497
P -14.01874 -20.70690 0.50401 -0.29 -1.19 0.38 -0.7216
O -15.48098 -20.66520 0.36613 -0.28 0.23 -0.19 0.8431
O -13.34422 -21.40585 -0.72569 0.14 0.40 -0.53 0.2567
C -11.93338 -21.68517 -0.73941 0.12 0.06 0.37 -0.8598
O -13.28996 -19.33764 0.68318 0.37 -0.06 -0.08 -0.3141
C -13.53322 -18.52373 1.83282 -0.48 0.95 0.15 -0.6133
H -13.48794 -23.63624 1.43309 0.09 0.32 -0.24 0.1669
H -15.08592 -22.95607 1.75264 -0.03 0.12 0.12 -0.0197
H -13.86006 -23.09815 3.04566 -0.12 0.26 0.06 0.3318
H -11.62548 -21.81795 -1.77073 -0.12 -0.02 -0.07 0.1669
H -11.73863 -22.58691 -0.16128 -0.03 -0.08 -0.10 0.2350
H -11.37713 -20.86248 -0.28948 -0.01 0.04 -0.10 0.3424
H -12.64276 -18.41844 2.44542 0.10 -0.36 -0.06 0.3136
H -14.37717 -18.87160 2.42831 0.13 -0.29 0.01 0.1310
H -13.80572 -17.52694 1.48036 0.09 -0.09 -0.11 0.2871
```
Forces are in eV/Å.